1.
Below is a molecular structure, C34H53N13OPdSTe, with properties calculated with ωB97M-V with the def2-TZVPD basis set.

```
! RIJCOSX wB97M-V def2-TZVPD def2/J DEFGRID3
* xyz 2 1
Te 4.70 0.92 -2.19
Pd 0.51 0.38 -0.16
S 0.31 0.22 -2.50
O -1.41 2.82 -2.61
N 0.31 2.40 -0.17
N 0.10 -1.59 0.27
N -0.02 -3.95 0.50
N 1.87 -2.95 -0.37
N -0.78 2.86 0.42
N -1.82 -1.11 -3.36
N 2.87 0.82 2.37
N 0.35 4.58 -0.36
N -0.71 4.14 0.27
N -1.64 4.98 0.83
N -2.32 0.76 -2.17
N 1.66 -0.50 3.82
N 0.64 0.38 1.90
C -0.68 0.26 2.39
C 1.69 0.24 2.68
C -1.09 1.02 3.46
C 2.43 -0.13 5.00
C -1.20 -2.32 -5.41
C -2.27 -2.03 -0.14
C 2.93 1.99 1.52
C -4.98 2.77 0.48
C -2.28 2.17 -2.09
C 4.14 0.10 2.50
C -3.62 -1.91 0.23
C -2.44 1.02 3.88
C -3.37 0.32 3.18
C -0.47 -1.20 -6.13
C -1.28 -1.41 0.59
C -3.96 2.14 -0.23
C -0.90 -4.08 1.65
C -2.99 -0.47 2.06
C 6.57 1.10 -1.19
C 0.99 3.45 -0.64
C -3.89 4.01 -1.76
C -3.42 2.77 -1.35
C 0.77 -1.63 3.98
C -5.46 4.01 0.06
C -0.05 -5.09 -0.40
C -4.92 4.63 -1.07
C -1.05 -2.24 -3.90
C 4.42 3.02 -2.48
C -3.97 -1.17 1.32
C 0.62 -2.79 0.12
C 2.60 -1.85 -0.97
C 2.70 -4.10 0.01
C -1.63 -0.54 1.68
C -1.36 -0.07 -2.69
H -0.82 -3.29 -5.73
H -3.44 4.48 -2.63
H -1.99 -2.67 -0.97
H 2.92 -4.73 -0.85
H -4.41 0.34 3.47
H -0.82 -3.23 2.32
H -5.01 -1.11 1.63
H 1.92 3.40 -1.17
H -0.78 -0.22 -5.77
H 3.64 -3.73 0.42
H -1.95 -4.17 1.35
H -0.37 1.65 3.97
H -0.01 -2.08 -3.62
H 1.30 -2.42 4.50
H -6.26 4.49 0.60
H 2.91 0.83 4.86
H -1.09 -5.30 -0.68
H -0.66 -1.23 -7.20
H 6.48 1.80 -0.37
H -3.24 0.36 -2.01
H 3.20 -0.88 5.23
H 4.86 0.69 3.08
H 4.67 3.54 -1.56
H -5.39 2.30 1.36
H -4.38 -2.44 -0.34
H -0.13 -1.38 4.54
H -1.41 -3.15 -3.41
H 2.08 -1.46 -1.85
H 3.57 -2.23 -1.29
H 3.98 -0.85 3.00
H -2.26 -2.32 -5.67
H 0.36 -5.99 0.07
H 5.03 3.38 -3.30
H 2.77 -1.03 -0.27
H -3.57 1.20 0.12
H -2.57 4.65 0.58
H -2.80 -1.10 -3.61
H 0.49 -1.99 2.99
H 6.84 0.12 -0.80
H 2.97 1.72 0.46
H -0.62 -4.98 2.20
H 1.76 -0.07 5.86
H -1.49 5.90 0.44
H -5.30 5.58 -1.39
H 4.55 -0.08 1.51
H 3.37 3.18 -2.73
H 0.61 -1.28 -5.98
H 2.20 -4.69 0.78
H -2.72 1.62 4.73
H 0.51 -4.88 -1.30
H 3.84 2.54 1.76
H 7.34 1.43 -1.89
H 2.08 2.64 1.72
*
```

The value obtained for the HOMO-LUMO gap is 0.2423 Ha. The value obtained for the HOMO energy is -12.044 eV. The calculation puts the LUMO energy at -5.4 eV.

2.
Below is a molecular structure, C34H53N4OP2Pd in a non-equilibrium geometry, with properties calculated with ωB97M-V with the def2-TZVPD basis set.

```
! RIJCOSX wB97M-V def2-TZVPD def2/J DEFGRID3
* xyz 1 3
Pd 0.23 -0.03 0.32
P -0.64 -1.93 -1.16
P 1.41 2.00 0.66
O -1.15 -0.26 3.07
N 1.66 -1.57 0.64
N -4.27 1.86 1.46
N -2.79 0.17 0.39
N 1.32 0.33 -1.72
C 3.20 -3.10 -0.38
C 4.96 -4.38 -1.43
C 2.51 1.68 -3.26
C -1.34 -0.46 -3.48
C 3.15 1.67 1.33
C -0.79 3.71 0.74
C 5.39 -4.81 -0.16
C -2.34 -4.21 -0.76
C 1.97 -2.21 -0.42
C -1.48 -2.96 -3.65
C 3.83 0.58 0.47
C -1.70 -1.75 -2.72
C 3.67 -3.47 0.88
C 1.82 1.52 -2.05
C 4.74 -4.35 1.00
C 1.68 2.65 -1.05
C 0.19 3.12 2.96
C 1.61 -0.78 -2.41
C -0.85 -3.55 1.10
C -5.52 2.26 0.82
C 1.37 4.73 1.45
C -0.93 -3.68 -0.43
C 3.86 -3.53 -1.55
C 1.16 -2.07 -1.76
C -3.49 0.97 0.89
C 2.80 0.55 -4.02
C 3.00 1.12 2.76
C -3.17 -1.59 -2.27
C -3.89 2.42 2.76
C 2.36 -0.71 -3.59
C 4.04 2.92 1.30
C 0.53 3.45 1.49
C -0.67 -0.15 2.03
C 0.10 -4.72 -0.92
H -3.65 -2.55 -2.08
H 1.08 3.15 3.60
H 1.30 -2.92 -2.43
H -3.72 -1.09 -3.08
H -1.44 0.43 -2.85
H -2.48 -4.42 -1.82
H 3.76 3.68 2.03
H 5.07 2.60 1.54
H -3.05 3.14 2.65
H 4.00 0.85 3.14
H -2.48 -5.16 -0.22
H -1.32 4.54 1.24
H -1.05 -4.54 1.54
H 0.11 -4.82 -2.01
H -0.32 -0.50 -3.89
H -4.76 2.93 3.19
H 0.83 3.29 -1.33
H 2.83 2.67 -3.54
H 2.59 -1.63 -4.14
H 0.70 5.59 1.61
H -0.50 3.88 3.33
H 3.51 -0.41 0.80
H 1.11 -4.51 -0.57
H -0.74 -3.68 -3.28
H -0.19 -5.70 -0.51
H -3.53 1.63 3.43
H 3.40 0.63 -4.93
H -2.04 -0.37 -4.33
H 2.55 1.83 3.46
H 0.13 -3.20 1.44
H -0.60 4.02 -0.29
H 3.61 0.69 -0.59
H 5.47 -4.71 -2.33
H 6.23 -5.50 -0.08
H -2.43 -3.49 -3.82
H 2.39 0.20 2.74
H -3.12 -3.52 -0.41
H -6.10 2.84 1.54
H 5.07 -4.69 1.99
H -1.45 2.82 0.72
H 4.93 0.65 0.61
H -3.23 -0.96 -1.37
H 4.08 3.38 0.30
H 2.13 4.77 2.25
H -1.13 -2.61 -4.63
H -1.62 -2.85 1.47
H 2.57 3.29 -1.10
H -0.28 2.14 3.07
H 1.88 4.89 0.49
H 3.15 -3.06 1.76
H 3.51 -3.20 -2.52
H -5.33 2.88 -0.08
H -6.09 1.38 0.50
*
```

The value obtained for the HOMO-LUMO gap (spin up / spin down) is 0.2612 / 0.2703 Ha. The expectation value of S² is 2.017. The value obtained for the HOMO energy (spin up / spin down) is -9.259 / -10.790 eV. The calculation puts the LUMO energy (spin up / spin down) at -2.2 / -3.4 eV.

3.
Below is a molecular structure, C34H54N2O2SbSe4Ta in a non-equilibrium geometry, with properties calculated with ωB97M-V with the def2-TZVPD basis set.

```
! RIJCOSX wB97M-V def2-TZVPD def2/J DEFGRID3
* xyz 2 1
Ta -0.83 0.78 -1.98
Sb 1.25 4.52 -4.26
Se 0.05 3.99 -6.37
Se 0.72 2.51 -2.70
Se 3.37 5.29 -3.72
Se -0.96 5.55 -4.78
O 0.52 -0.41 -1.53
O -2.26 1.94 -1.32
N -1.43 0.24 -4.11
N -2.07 -1.02 -1.72
C 1.96 -1.70 -0.08
C -2.06 4.68 -0.86
C -0.70 2.44 1.95
C 3.11 -0.71 -0.24
C -3.09 -0.89 -2.77
C -0.08 0.82 3.81
C -2.53 -0.58 -0.34
C -2.26 4.96 1.59
C 1.19 1.60 4.17
C 2.68 0.68 0.22
C -1.45 -2.36 -1.65
C -1.40 4.35 0.48
C 0.18 -0.67 4.04
C -1.75 1.80 -0.06
C -0.54 1.10 2.38
C -1.22 1.27 4.74
C 2.03 -2.82 0.75
C 0.93 -6.24 1.04
C -0.27 -2.47 -0.73
C -2.12 1.42 -4.70
C -0.25 -0.13 -4.95
C -1.27 2.84 0.75
C 2.42 -4.99 2.58
C 0.76 -1.54 -0.77
C 1.00 -3.75 0.89
C 1.09 -4.94 1.84
C -0.96 0.11 1.52
C 4.33 -1.12 0.60
C -2.40 -0.91 -4.10
C -0.14 -3.57 0.11
C -0.04 -4.83 2.87
C 0.01 4.97 0.50
C 3.55 -0.67 -1.71
C -1.61 0.45 0.32
H 5.13 -0.39 0.44
H 2.58 -4.10 3.19
H 1.81 1.06 -0.33
H -2.13 5.77 -0.95
H 3.27 -5.10 1.90
H 0.68 4.48 -0.20
H 0.33 -0.90 -4.46
H -2.15 0.76 4.50
H 1.70 -6.33 0.27
H -3.52 -0.14 -0.44
H 0.06 -3.92 3.46
H -1.15 -2.64 -2.66
H -0.04 -6.31 0.55
H -1.43 2.26 -4.74
H -0.01 -5.68 3.55
H -1.84 4.79 2.58
H 2.93 -2.97 1.32
H -3.04 -0.80 -4.97
H -0.89 -0.93 1.80
H -2.45 1.18 -5.71
H 2.06 1.21 3.65
H 3.50 1.39 0.07
H -1.39 2.35 4.67
H -1.84 -1.83 -4.25
H -2.23 -3.06 -1.33
H -0.37 3.22 2.62
H 1.37 1.51 5.24
H 2.43 0.67 1.28
H -0.61 -0.50 -5.92
H 1.01 -7.10 1.71
H 3.85 -1.66 -2.06
H 4.72 -2.10 0.31
H 0.46 4.93 1.49
H -2.33 6.04 1.44
H -1.03 -4.83 2.40
H -0.95 -4.29 0.15
H -3.94 -1.57 -2.67
H 2.77 -0.29 -2.37
H 2.43 -5.85 3.25
H 0.53 -0.82 5.06
H 0.95 -1.06 3.37
H -0.06 6.03 0.22
H -2.98 1.70 -4.10
H 4.42 -0.01 -1.81
H -1.48 4.32 -1.71
H 4.11 -1.13 1.67
H 0.37 0.75 -5.11
H -3.27 4.55 1.57
H 1.11 2.66 3.94
H -3.07 4.28 -0.93
H -2.59 -1.44 0.31
H -0.72 -1.27 3.92
H -3.56 0.09 -2.64
H -0.96 1.04 5.77
*
```

The value obtained for the HOMO-LUMO gap is 0.2330 Ha. The value obtained for the HOMO energy is -13.628 eV. The calculation puts the LUMO energy at -7.3 eV.